[1]
5
Properties=species:S:1:pos:R:3:forces:R:3 method="wB97M-V/def2-TZVPD" smiles=N#CSO e_above_lowest_kj_mol=15.52 total_charge=0 gap_ev=9.32 total_energy_ha=-566.82451
N 1.823091 0.496032 0.080634 0.797 0.575 -0.365
C 0.981714 -0.253284 -0.141892 0.000 -0.405 0.595
S -0.384714 -1.205390 -0.040934 -0.641 -0.049 -0.275
O -1.497297 0.050913 -0.041581 1.858 2.354 0.452
H -0.922794 0.911730 0.143773 -2.013 -2.474 -0.407


[2]
39
Properties=species:S:1:pos:R:3:forces:R:3 method="wB97M-V/def2-TZVPD" e_above_lowest_kj_mol=42.07 total_charge=+2 gap_ev="5.21 / 6.47" total_energy_ha=-1838.69015
Cl 1.247994 4.518862 -2.939589 -0.063 0.033 -0.029
C -2.110995 -0.499244 -3.574747 0.468 -0.495 0.054
C -1.231779 -1.493468 -3.036298 -1.542 0.486 -0.201
C 0.129438 -1.139332 -3.468101 0.884 1.884 -1.010
H -1.520107 -2.439274 -2.578949 0.025 0.257 -0.175
C 0.022649 0.107659 -4.220891 0.049 -1.579 0.711
C -1.345507 0.445557 -4.281998 -0.186 -0.280 -0.174
H -1.734001 1.278970 -4.869531 0.049 -0.194 0.379
H -3.196801 -0.526541 -3.523076 0.296 0.062 0.188
H 0.989821 -1.810298 -3.493361 -0.219 0.196 0.081
C 1.151418 0.858992 -4.822635 0.392 0.163 -0.275
Sn -0.091490 -0.119119 -1.395130 -0.138 -1.419 -0.797
C 1.995350 1.570000 -1.606915 2.342 1.724 1.012
O 2.849135 2.215365 -1.219653 -1.868 -1.486 -0.904
C -1.411150 1.810506 -0.059638 -1.960 2.814 2.473
O -1.951751 2.516943 0.657395 1.437 -1.967 -1.957
H 2.118836 0.445181 -4.512494 -0.204 0.052 -0.142
H 1.131598 1.926224 -4.544508 -0.078 -0.345 -0.177
H 1.093070 0.793195 -5.922488 0.068 0.112 0.370
C -2.030500 -1.437706 4.232305 -0.013 0.103 0.133
C -0.689612 -1.709822 3.586639 -0.121 0.166 0.526
N -0.746484 -1.523798 2.110686 1.173 -0.920 -0.716
C 0.415075 -1.346018 1.437022 -0.325 0.567 1.144
S 0.699880 -2.144190 -0.077958 0.171 0.101 0.211
N 1.337894 -0.504690 1.980643 -0.799 0.163 -1.599
C 0.884652 0.855188 2.448451 0.069 -0.610 0.468
C 1.776152 1.293632 3.595358 0.007 0.429 0.173
H -2.362929 -0.411927 4.044518 -0.019 -0.158 0.040
H -1.914336 -1.571353 5.310463 -0.116 0.043 -0.098
H -2.799840 -2.140167 3.896785 0.104 0.127 -0.009
H 0.081701 -1.035135 3.971258 -0.255 -0.226 -0.030
H -0.373800 -2.742953 3.812942 -0.015 0.340 -0.320
H -1.405386 -2.152295 1.639688 0.352 0.308 0.211
H 2.204260 -0.446181 1.438579 -0.333 -0.304 0.342
H 0.957252 1.549553 1.592183 -0.012 -0.195 0.271
H -0.173139 0.768951 2.733225 0.409 0.054 -0.041
H 2.702677 1.725549 3.204423 -0.061 -0.124 0.202
H 1.275432 2.056956 4.198243 0.137 -0.034 -0.139
H 2.025306 0.456246 4.257150 -0.106 0.149 -0.195


[3]
22
Properties=species:S:1:pos:R:3:forces:R:3 method="wB97M-V/def2-TZVPD" e_above_lowest_kj_mol=456.40 total_charge=0 gap_ev=4.92 total_energy_ha=-706.41629
N -1.232673 1.561391 1.467837 2.274 -0.439 0.623
C -0.017199 0.729882 1.304235 1.771 -0.081 -2.251
C -0.295947 -0.732239 1.554996 -0.227 -0.425 1.461
S -3.206913 -0.287360 -0.150531 0.223 -0.176 0.196
C 0.547317 0.964334 -0.161104 0.891 0.734 0.378
N 1.875238 0.357803 -0.522436 -0.976 -1.727 -0.040
C 2.024751 -0.622546 -1.685635 -1.245 1.187 1.183
C 3.299710 -1.429520 -1.657184 1.188 -1.637 1.173
H -1.942409 1.072355 0.922953 -0.798 0.457 0.319
H 0.463061 -1.497352 1.427278 0.561 0.370 -0.639
H -1.362577 1.601546 2.484572 -0.931 -0.132 -0.678
H 0.831370 1.025113 1.977024 -1.017 0.059 -0.239
H -0.437310 -0.749283 2.631615 -0.633 -0.471 0.366
H -1.214686 -1.135000 1.090463 -0.140 0.366 -0.239
H 0.744758 2.038574 -0.224826 -0.438 0.068 0.047
H -0.283071 0.778532 -0.842575 0.161 -0.404 -0.418
H 2.560459 1.077852 -0.600813 0.281 0.362 -0.116
H 1.856593 -0.072465 -2.612575 0.387 -0.052 -0.322
H 1.166332 -1.300783 -1.624719 0.161 -0.011 0.151
H 3.387616 -2.073773 -0.693233 -0.263 1.205 -1.536
H 3.424439 -2.131247 -2.493907 -0.869 -0.054 0.071
H 4.266292 -0.930130 -1.782429 -0.361 0.801 0.509


[4]
16
Properties=species:S:1:pos:R:3:forces:R:3 method="wB97M-V/def2-TZVPD" smiles=N[C@H]1CCN1[NH3+] e_above_lowest_kj_mol=423.30 total_charge=+1 gap_ev=9.89 total_energy_ha=-284.21475
N 1.740749 -1.095581 -0.025362 2.024 -3.008 4.537
C 0.793902 -0.220878 0.320780 -2.636 1.378 0.788
C 0.866738 1.303088 0.024994 -2.986 -1.574 -0.032
C -0.608128 1.207149 -0.474955 -1.463 1.106 0.079
N -0.496173 -0.279380 -0.499917 0.903 1.207 -1.730
N -1.608138 -0.965366 0.026457 -2.907 2.889 -0.766
H 2.130730 -1.605562 0.825808 -0.551 0.810 -2.159
H 2.158360 -1.353569 -0.857507 0.514 0.233 -2.041
H 0.465620 -0.420899 1.338607 0.403 0.144 0.547
H 1.504397 1.371028 -0.752305 2.212 0.753 -2.631
H 1.039096 2.049030 0.746596 0.385 0.433 1.142
H -1.311044 1.649599 0.415343 1.176 -1.166 -2.154
H -0.918840 1.589174 -1.535635 0.529 -0.276 2.275
H -1.850176 -0.380357 0.850889 -0.575 -1.099 0.237
H -1.393631 -1.902657 0.225773 0.432 -1.775 0.570
H -2.513466 -0.944825 -0.629563 2.540 -0.055 1.339


[5]
14
Properties=species:S:1:pos:R:3:forces:R:3 method="wB97M-V/def2-TZVPD" smiles=C[C@H]1OC[C@H]1O e_above_lowest_kj_mol=224.95 total_charge=0 gap_ev=10.81 total_energy_ha=-307.62675
C -1.379203 -0.027380 -0.873725 0.195 -0.025 0.077
C -0.089412 0.675962 -0.373915 0.052 0.158 -0.131
O -0.280342 1.120226 0.978095 -0.229 0.305 0.288
C 0.586036 0.096290 1.499816 0.119 -0.061 0.291
C 1.162139 -0.146485 0.115119 -0.256 0.671 -0.092
O 1.202397 -1.453533 -0.377655 -0.220 0.218 -0.216
H -1.635082 -0.926296 -0.300466 0.185 0.138 -0.013
H -2.212007 0.677473 -0.732418 0.359 -0.086 0.018
H -1.386150 -0.287479 -1.942978 0.277 0.079 0.233
H 0.146717 1.489974 -1.071930 -0.046 0.050 0.303
H 0.028795 -0.779003 1.864995 0.060 0.199 -0.032
H 1.251184 0.473480 2.280259 -0.084 -0.005 -0.067
H 2.116082 0.362939 -0.073649 -0.264 0.041 0.105
H 0.488846 -1.276166 -0.991548 -0.146 -1.681 -0.765


[6]
17
Properties=species:S:1:pos:R:3:forces:R:3 method="wB97M-V/def2-TZVPD" smiles="C[C@@H](O)N=O.CN" e_above_lowest_kj_mol=395.88 total_charge=0 gap_ev=8.41 total_energy_ha=-380.18588
C 2.559790 0.337379 0.507631 0.366 -0.375 0.302
C 1.288043 0.026305 -0.269066 0.083 1.539 0.573
O 1.348160 0.701905 -1.523705 -0.109 -1.525 0.156
N 1.117326 -1.460123 -0.343445 -2.112 -0.680 0.880
O 0.158388 -1.860166 0.323981 2.424 1.120 -1.512
H 2.710475 1.419935 0.579194 -0.288 -0.217 -0.076
H 2.522086 -0.077060 1.520774 0.013 0.035 -0.141
H 3.441920 -0.072743 0.002264 -0.161 -0.069 0.033
H 0.431854 0.442810 0.271576 -0.065 -0.145 -0.217
H 2.012002 0.231744 -2.056434 -0.167 0.298 0.028
C -2.657544 0.357564 0.600252 0.208 -0.011 0.224
N -2.610210 -0.293336 -0.696407 0.161 -0.343 -0.487
H -1.827829 0.026519 1.230938 -0.022 0.162 0.347
H -3.596070 0.120261 1.108198 0.093 0.071 -0.074
H -2.593278 1.442588 0.480915 -0.079 -0.123 0.002
H -1.745714 -0.039898 -1.175070 -0.282 -0.044 0.064
H -2.559399 -1.303684 -0.561597 -0.063 0.304 -0.102